A cluster of 2 separate species, C2H9NS2 in total at a distorted geometry, computed with ωB97M-V/def2-TZVPD.

Last column: Löwdin charge in e.
Positions of all 14 atoms, in Å:
C -0.2070 -3.9727 1.5784  -0.478
S -0.2051 -2.9160 0.0858  0.330
S -2.1803 -2.3647 0.0049  0.284
H -1.0853 -4.6061 1.5365  0.018
H 0.7229 -4.5339 1.5482  0.024
H -0.2106 -3.3305 2.4545  0.024
H -2.5163 -3.0299 -1.1120  -0.202
C 0.5885 4.0640 -0.8402  -0.198
N 1.4327 2.9115 -1.2740  -0.077
H 1.2310 4.9319 -0.7313  0.060
H -0.2650 4.2615 -1.4872  0.061
H 0.1036 3.8845 0.1290  0.060
H 0.8638 2.1097 -1.5428  0.048
H 1.7269 2.5906 -0.3498  0.047

Cartesian forces (eV/Å) of the 3 atoms listed first:
0.03 0.55 -0.45
0.06 -0.09 0.19
-0.03 0.21 -0.11

## Properties
SMILES: CSS.CN
HOMO in eV: -8.949
E_tot in a.u.: -932.6964
E_LUMO in eV: 0.556
F_max in Eh/bohr: 0.027
Orbital gap in eV: 9.5